Entry 1:
Molecular formula: C2HF2NO3S
Method: DFT, ωB97M-V/def2-TZVPD

The geometry in XYZ format:
```
10
Properties=species:S:1:pos:R:3:nbo_charge:R:1
S 1.645 1.847 -1.261 1.662
F -0.422 -0.486 -1.582 -0.295
F -2.250 -1.242 -0.699 -0.320
O -1.192 0.470 0.365 -0.448
O 2.876 1.309 -1.767 -0.815
O 1.133 1.108 -0.143 -0.846
N 0.024 -1.112 1.889 -0.632
C -0.542 -0.647 0.895 0.498
C -1.075 -0.598 -0.458 0.824
H -0.198 -0.651 2.760 0.372
```

For the LUMO energy, the calculation gives -1.394 eV. As for the charge: 0. The value obtained for the HOMO energy is -10.75 eV. Its orbital gap is 9.35 eV.

Entry 2:
Molecular formula: C23H23N5O6
Method: DFT, ωB97M-V/def2-TZVPD

The geometry in XYZ format:
```
57
Properties=species:S:1:pos:R:3:nbo_charge:R:1
O -2.778 1.607 4.543 -0.481
O -2.954 -2.397 -0.828 -0.581
O 0.114 0.541 -2.369 -0.660
O 5.317 2.506 -0.579 -0.508
O 0.898 3.146 1.276 -0.587
O -4.153 -0.136 3.212 -0.483
N -0.177 -5.451 -1.478 -0.333
N -1.010 -4.424 -1.288 -0.276
N 0.502 1.860 -0.557 -0.502
N -1.447 0.577 -0.740 -0.430
N -0.946 -2.109 -1.892 -0.621
C 0.943 -5.104 -2.153 0.164
C 0.824 -3.758 -2.416 -0.369
C 0.198 2.323 0.728 0.681
C -1.769 0.820 0.585 0.282
C -0.417 -3.389 -1.854 0.284
C -4.937 -1.113 2.562 -0.259
C 2.786 3.522 -2.946 -0.185
C -2.847 0.187 1.206 -0.404
C 2.912 2.139 -0.544 -0.345
C 2.010 -6.083 -2.480 -0.644
C -0.982 1.708 1.317 -0.238
C -0.251 0.971 -1.287 0.810
C -2.380 1.396 3.263 0.229
C 1.697 2.355 -1.176 0.261
C -2.335 -0.193 -1.594 -0.312
C 4.076 2.639 -1.115 0.388
C 4.003 3.327 -2.329 -0.277
C -1.306 1.996 2.650 -0.229
C -3.152 0.452 2.529 0.401
C -2.136 -1.708 -1.389 0.668
C 1.618 3.047 -2.371 -0.254
C 5.442 1.886 0.679 -0.255
C -2.046 2.526 5.319 -0.252
H -0.430 -6.361 -1.129 0.406
H -1.007 2.206 5.445 0.177
H 2.740 4.058 -3.881 0.217
H -2.065 3.527 4.878 0.178
H -3.415 -0.552 0.670 0.255
H 2.409 -6.534 -1.572 0.223
H 1.512 -3.122 -2.932 0.227
H -2.102 0.068 -2.630 0.250
H -3.369 0.077 -1.374 0.229
H -5.503 -0.682 1.731 0.180
H 4.917 3.700 -2.761 0.223
H -4.328 -1.942 2.193 0.194
H -0.668 2.699 3.161 0.247
H -0.359 -1.403 -2.330 0.441
H 2.926 1.599 0.388 0.229
H 5.142 0.834 0.640 0.174
H -5.630 -1.478 3.319 0.203
H 4.852 2.405 1.440 0.182
H -2.539 2.547 6.289 0.202
H 2.818 -5.585 -3.007 0.233
H 1.619 -6.880 -3.111 0.224
H 0.663 3.205 -2.845 0.221
H 6.499 1.949 0.934 0.200
```

For the LUMO energy, the calculation gives 0.601 eV. As for the charge: 0. As for the structure (SMILES): COc1cccc(-n2c(=O)c3cc(OC)c(OC)cc3n(CC(=O)Nc3cc(C)[nH]n3)c2=O)c1. The value obtained for the HOMO energy is -8.06 eV. Its orbital gap is 8.66 eV.

Entry 3:
Molecular formula: C43H55BCl2N7O2S3Sn
Method: DFT, ωB97M-V/def2-TZVPD

The geometry in XYZ format:
```
114
Properties=species:S:1:pos:R:3:lowdin_charge:R:1
Sn -1.335 -0.287 -0.567 0.969
Cl -2.292 -0.892 -3.319 0.486
Cl -3.711 1.624 -3.881 0.570
S 1.240 -2.417 0.689 0.669
S -0.214 0.251 1.946 0.907
S 0.646 0.774 -1.826 0.654
O -2.695 1.467 -0.655 -0.253
O -0.969 2.469 0.296 -0.125
N 1.647 1.765 2.181 0.029
N 3.023 -0.306 3.454 0.181
N 2.350 -0.720 2.381 -0.041
N 3.776 0.524 0.614 0.184
N 2.512 2.716 2.425 0.221
N 2.515 0.494 0.158 0.060
N -0.600 5.029 -0.411 0.097
C 1.847 5.440 -3.225 -0.226
C 2.633 6.564 -1.236 -0.086
C 2.210 0.728 -1.132 -0.538
C 4.093 4.200 4.386 -0.028
C 0.487 5.467 -1.230 -0.188
C -1.651 2.909 3.502 0.002
C 0.660 5.083 -2.571 -0.146
C 2.354 -2.974 3.134 -0.241
C 2.491 6.085 4.020 -0.052
C -2.632 0.386 -4.520 -0.948
C 2.060 3.778 3.066 -0.169
C 2.029 -2.015 2.122 -0.665
C 0.705 3.881 3.453 0.107
C 0.359 1.791 2.504 -0.451
C 5.397 0.111 5.013 -0.038
C 4.554 -1.678 6.540 -0.056
C 6.367 -0.607 1.192 -0.030
C 4.141 -0.591 5.549 -0.539
C -2.731 3.831 -0.552 -0.085
C -2.082 2.534 -0.263 -0.607
C 2.122 5.011 -4.646 -0.047
C 3.250 0.439 6.261 -0.036
C 3.105 4.834 3.392 -0.534
C 3.295 0.978 -2.033 -0.231
C -0.377 4.244 -3.272 -0.017
C -3.934 6.151 -1.489 -0.066
C -0.198 2.880 3.178 -0.198
C 7.276 0.993 -0.510 -0.054
C 1.471 6.206 -0.580 -0.043
C 4.789 0.734 -0.173 -0.176
C 4.569 0.950 -1.549 0.090
C 2.817 6.176 -2.551 -0.050
C -4.716 5.029 -1.225 -0.080
C -1.944 4.988 -0.762 -0.210
C -4.109 3.875 -0.777 -0.032
C 3.365 -1.163 4.369 -0.199
C 3.028 1.279 -3.472 -0.064
C 6.155 0.747 0.499 -0.532
C 1.920 -4.391 2.971 -0.063
C 3.824 5.235 2.094 -0.026
C 2.994 -2.528 4.252 0.077
C 6.152 1.870 1.546 -0.036
C -2.573 6.134 -1.261 -0.018
B 1.738 0.363 1.498 -0.816
H 3.584 3.944 5.319 0.089
H 3.285 6.806 4.210 0.096
H -4.687 2.976 -0.601 0.118
H 6.062 -0.603 4.522 0.087
H -2.214 3.071 2.578 0.092
H 8.230 1.029 0.014 0.094
H 2.006 5.873 4.975 0.089
H 2.326 -4.818 2.053 0.082
H -1.900 3.702 4.203 0.095
H 0.833 -4.434 2.876 0.087
H -0.050 3.954 -4.267 0.068
H 2.451 0.480 -3.939 0.082
H 4.893 4.904 4.617 0.094
H 5.153 -2.452 6.056 0.091
H 2.386 -0.048 6.717 0.090
H 1.299 6.492 0.451 0.101
H 7.322 -0.608 1.717 0.092
H 7.079 1.851 2.121 0.096
H 5.126 0.885 4.294 0.052
H -4.402 7.055 -1.857 0.109
H 7.147 1.946 -1.028 0.089
H -3.115 -0.091 -5.364 0.033
H 3.686 -2.142 7.012 0.088
H 5.306 1.748 2.224 0.047
H 3.395 7.142 -0.728 0.105
H 1.398 5.446 -5.337 0.092
H 5.943 0.575 5.836 0.092
H 5.402 1.100 -2.220 0.122
H 4.531 3.291 3.972 0.062
H 2.897 1.187 5.551 0.064
H -0.339 4.218 0.136 0.103
H -1.688 0.840 -4.798 0.028
H -0.580 3.335 -2.703 0.051
H -1.318 4.783 -3.380 0.088
H 3.199 -3.221 5.055 0.118
H 4.693 5.853 2.323 0.097
H 3.733 6.440 -3.066 0.109
H 7.334 0.193 -1.251 0.092
H 6.372 -1.418 0.461 0.093
H 2.075 3.925 -4.751 0.057
H 5.567 -0.790 1.911 0.064
H 2.232 -4.996 3.820 0.085
H -1.969 1.947 3.906 0.096
H 3.116 5.335 -4.951 0.078
H 3.150 5.811 1.457 0.054
H 3.965 1.412 -4.008 0.092
H 6.071 2.844 1.059 0.085
H 3.818 0.939 7.047 0.090
H 2.434 2.192 -3.555 0.060
H 5.160 -1.232 7.329 0.092
H -5.784 5.059 -1.391 0.105
H 0.363 4.772 3.962 0.126
H -1.971 7.013 -1.459 0.122
H 4.149 4.355 1.544 0.066
H 1.771 6.555 3.348 0.089
```

For the LUMO energy, the calculation gives -3.110 eV. As for the charge: +1. The value obtained for the HOMO energy is -9.81 eV. Its orbital gap is 6.70 eV.

Entry 4:
Molecular formula: C44H59AsBiF3N4OSSbSi3
Method: DFT, ωB97M-V/def2-TZVPD

The geometry in XYZ format:
```
118
Properties=species:S:1:pos:R:3:lowdin_charge:R:1
Bi -0.160 0.354 -0.254 1.430
Sb -0.967 -2.411 2.266 1.515
As -1.432 2.261 -1.987 0.773
S 2.910 -0.344 -1.740 0.589
Si -2.886 4.005 -1.323 0.296
Si 0.573 3.303 -2.739 0.266
Si -2.378 1.115 -3.835 0.290
F -7.062 -1.841 3.460 0.062
F -0.956 -8.591 1.533 0.067
F 2.387 -2.117 7.526 0.061
O -1.778 -3.044 -2.001 0.117
N 3.494 -1.153 -4.200 -0.209
N 4.751 0.602 -3.412 -0.216
N -1.788 -0.999 -0.831 -0.154
N 1.482 0.302 1.977 -0.004
C 2.643 -2.307 -3.984 -0.083
C 1.151 -3.164 4.305 -0.127
C 5.975 0.223 -4.116 -0.041
C 1.674 1.337 4.107 -0.006
C 3.769 -0.304 -3.194 -0.782
C -2.047 4.842 0.115 -0.204
C 0.945 1.023 2.964 -0.260
C -1.402 -5.357 3.054 -0.115
C -3.158 2.183 2.542 -0.078
C -3.936 -3.112 2.186 -0.117
C 1.608 -2.201 6.426 -0.281
C -1.760 -2.038 -1.417 -0.587
C 2.716 -0.183 2.112 -0.131
C 1.418 2.170 -3.946 -0.218
C 4.926 1.708 -2.493 -0.099
C -2.484 2.392 3.733 -0.063
C -0.473 1.427 2.776 -0.214
C 0.302 4.967 -3.518 -0.205
C -1.163 1.998 3.848 -0.037
C 1.955 -3.092 5.431 -0.005
C -1.141 -0.172 -4.369 -0.208
C 3.479 0.036 3.241 -0.042
C -3.151 5.224 -2.695 -0.195
C -2.669 2.338 -5.211 -0.201
C -1.161 1.213 1.569 -0.363
C -5.298 -2.984 2.406 0.000
C -0.954 -7.253 1.695 -0.273
C -0.954 -4.517 2.034 -0.423
C -4.869 -1.086 3.841 -0.004
C 2.950 0.827 4.249 -0.036
C 3.670 -0.788 -5.598 -0.047
C -3.512 -1.229 3.597 -0.126
C -4.537 3.229 -0.909 -0.208
C -3.023 -2.244 2.783 -0.374
C -1.404 -6.731 2.895 0.003
C -2.494 1.588 1.482 -0.177
C -0.507 -6.459 0.660 -0.002
C -3.977 0.382 -3.252 -0.204
C -0.511 -5.082 0.844 -0.127
C -5.737 -1.972 3.235 -0.276
C 0.490 -1.397 6.337 -0.009
C 1.580 3.485 -1.177 -0.230
C 0.015 -2.366 4.166 -0.379
C -0.295 -1.484 5.197 -0.119
H -3.036 1.389 0.574 0.054
H -0.417 0.249 -5.063 0.021
H 3.525 1.045 5.137 0.118
H -2.784 5.365 0.724 0.042
H 1.942 2.520 -0.818 -0.018
H -5.257 -0.309 4.482 0.121
H -3.860 -0.182 -2.327 0.017
H -5.198 3.324 -1.770 0.035
H 2.718 -0.937 -6.111 0.095
H 3.958 2.123 -2.214 0.037
H 2.462 4.097 -1.374 0.043
H 1.017 3.969 -0.381 0.025
H -3.593 2.892 -5.063 0.026
H -2.842 -0.512 4.049 0.070
H -1.341 5.585 -0.255 0.031
H 1.251 1.961 4.878 0.107
H 1.240 5.272 -3.983 0.043
H 0.040 5.721 -2.780 0.029
H 0.928 2.170 -4.917 0.034
H 1.419 -3.870 3.528 0.099
H 3.103 -0.758 1.283 0.082
H -3.592 -3.914 1.546 0.099
H 5.447 1.397 -1.582 0.094
H -2.759 1.795 -6.153 0.043
H -4.198 2.457 2.446 0.112
H 2.830 -3.713 5.548 0.122
H 5.891 -0.782 -4.514 0.083
H -3.606 4.783 -3.578 0.025
H -4.500 2.178 -0.647 0.009
H 4.425 -1.402 -6.091 0.095
H -0.462 4.964 -4.290 0.023
H 0.246 -0.727 7.148 0.122
H 1.590 -2.055 -4.143 0.084
H -1.753 -4.940 3.990 0.111
H -0.171 -6.913 -0.261 0.122
H -1.857 3.055 -5.323 0.020
H 6.806 0.240 -3.405 0.099
H 3.949 0.259 -5.680 0.088
H -6.012 -3.656 1.954 0.122
H -3.850 5.969 -2.303 0.050
H -1.513 4.150 0.766 0.012
H 2.932 -3.080 -4.694 0.095
H -1.744 -7.397 3.674 0.123
H -1.670 -0.981 -4.876 0.049
H 5.517 2.469 -3.001 0.096
H -2.251 5.745 -2.994 0.008
H 6.197 0.916 -4.930 0.098
H -2.988 2.839 4.578 0.113
H -5.002 3.765 -0.080 0.040
H -0.591 -0.614 -3.540 0.002
H -4.730 1.151 -3.092 0.023
H 1.472 1.148 -3.574 -0.016
H -0.170 -4.453 0.030 0.086
H -4.350 -0.294 -4.023 0.045
H -1.165 -0.848 5.137 0.077
H 2.765 -2.677 -2.968 0.057
H 2.439 2.530 -4.088 0.038
H -0.665 2.133 4.796 0.103
H 4.467 -0.391 3.317 0.111
```

For the LUMO energy, the calculation gives -2.893 eV. As for the charge: +1. The value obtained for the HOMO energy is -10.14 eV. Its orbital gap is 7.24 eV.

Entry 5:
Molecular formula: C4H15NO2
Method: DFT, ωB97M-V/def2-TZVPD

The geometry in XYZ format:
```
22
Properties=species:S:1:pos:R:3:nbo_charge:R:1
O -2.411 1.590 -1.698 -0.905
O 2.476 0.433 1.511 -0.961
N -0.057 0.871 -0.297 -0.132
C -0.481 -1.553 -0.564 -0.445
C 0.742 -2.400 -0.113 -0.633
C -0.187 2.062 0.455 -0.516
C -0.773 -0.309 0.247 -0.272
H 2.589 0.001 2.377 0.495
H -1.469 1.625 -1.474 0.435
H 0.116 2.994 -0.029 0.272
H -0.490 -0.439 1.295 0.271
H 0.426 1.948 1.368 0.313
H -1.196 2.323 0.805 0.263
H 0.935 0.642 -0.429 0.428
H -0.301 -1.337 -1.627 0.231
H -2.384 1.984 -2.584 0.488
H 0.285 -3.247 0.425 0.239
H -1.412 -2.121 -0.605 0.253
H 1.362 -1.895 0.627 0.191
H -1.826 -0.023 0.307 0.266
H 2.759 -0.255 0.905 0.475
H 1.297 -2.893 -0.900 0.243
```

For the LUMO energy (spin up / spin down), the calculation gives -2.994 / -8.202 eV. As for the charge: +1. The multiplicity is 2. As for the expectation value of S²: 0.75. The value obtained for the HOMO energy (spin up / spin down) is -15.48 / -15.43 eV. Its orbital gap (spin up / spin down) is 12.48 / 7.23 eV.

| no. | molecular weight (g mol⁻¹) |
| --- | --- |
| 1 | 157.1 |
| 2 | 465.5 |
| 3 | 998.6 |
| 4 | 1239.0 |
| 5 | 109.2 |